No. 1
{"formula": "C19H39NO3S2", "method": "the ωB97M-V functional and the def2-TZVPD basis", "species": ["C", "C", "C", "C", "N", "C", "C", "C", "C", "C", "H", "H", "H", "H", "H", "H", "H", "H", "H", "H", "H", "H", "H", "H", "H", "H", "H", "H", "H", "H", "O", "H", "C", "S", "O", "C", "H", "H", "H", "H", "H", "H", "C", "S", "O", "C", "H", "H", "H", "H", "H", "H", "C", "C", "C", "C", "C", "C", "H", "H", "H", "H", "H", "H"], "xyz": [[33.81, 31.95, 42.92], [33.45, 32.39, 41.41], [34.11, 33.53, 41.08], [33.56, 33.96, 39.89], [34.12, 35.27, 39.38], [33.48, 36.37, 40.11], [33.66, 37.62, 39.19], [33.61, 37.12, 37.78], [33.63, 35.61, 37.95], [35.65, 35.37, 39.42], [33.27, 32.70, 43.64], [34.86, 32.07, 43.08], [33.62, 30.96, 43.18], [32.38, 32.27, 41.24], [34.09, 31.52, 40.89], [35.28, 33.21, 41.17], [33.74, 34.53, 41.68], [32.52, 33.92, 39.88], [33.76, 33.03, 39.11], [33.88, 36.67, 41.11], [32.41, 36.24, 40.33], [34.60, 38.10, 39.42], [32.76, 38.22, 39.43], [34.38, 37.40, 37.26], [32.65, 37.26, 37.12], [34.20, 35.12, 37.41], [32.49, 35.43, 37.85], [35.90, 35.76, 40.45], [36.23, 36.24, 38.82], [36.12, 34.40, 39.10], [31.34, 33.05, 37.56], [30.57, 33.25, 37.05], [29.63, 36.61, 38.80], [29.19, 35.03, 38.36], [27.86, 34.72, 39.12], [28.76, 35.13, 36.53], [28.85, 37.37, 38.37], [30.32, 36.90, 38.31], [29.66, 36.49, 39.96], [28.97, 34.02, 35.98], [29.55, 35.90, 36.12], [27.72, 35.37, 36.39], [28.60, 31.31, 39.27], [30.20, 30.97, 39.84], [29.89, 30.07, 41.05], [30.72, 29.89, 38.64], [27.83, 31.51, 39.77], [28.18, 30.81, 38.58], [28.70, 32.06, 38.30], [30.02, 29.21, 38.35], [31.58, 29.34, 38.84], [30.95, 30.42, 37.72], [27.22, 28.32, 35.69], [26.19, 29.54, 35.84], [26.79, 30.80, 35.79], [28.13, 31.03, 35.66], [29.12, 30.06, 35.39], [28.56, 28.54, 35.53], [26.70, 27.38, 35.80], [25.09, 29.39, 36.27], [26.03, 31.62, 36.12], [28.59, 32.12, 35.59], [30.11, 30.32, 35.16], [29.08, 27.60, 35.38]], "mulliken_charge": [-1.387, 0.076, 0.489, -1.471, 0.873, -0.949, -0.494, -0.912, -0.556, -0.850, 0.284, 0.373, 0.426, 0.016, 0.202, 0.153, 0.024, 0.224, 0.308, 0.349, 0.431, 0.367, 0.376, 0.432, 0.298, 1.209, -0.324, 0.327, 0.279, 0.327, -0.840, -0.013, -0.921, 0.819, -0.709, -0.779, 0.364, 0.196, 0.225, 0.030, 0.253, 0.403, -1.455, 0.919, -0.836, -1.212, 0.757, 0.651, -0.022, 0.505, 0.471, 0.251, -0.353, -0.260, -0.126, 0.303, -0.725, -0.514, 0.362, 0.262, 0.162, -0.025, 0.597, 0.362], "mol_weight_g_mol": 393.66, "de_lowest_kcal_mol": 106.46, "e_homo_ev": -6.327, "max_force_ev_per_a": 13.27, "e_tot_ev": -49621.5444}

=====

No. 2
{"formula": "C19H39O3P3PtS", "method": "the ωB97M-V functional and the def2-TZVPD basis", "species": ["P", "C", "H", "H", "H", "C", "H", "H", "H", "C", "H", "H", "H", "P", "C", "H", "H", "H", "C", "H", "H", "H", "C", "H", "H", "H", "P", "C", "H", "H", "H", "C", "H", "H", "H", "C", "H", "H", "H", "Pt", "C", "O", "C", "O", "C", "C", "C", "C", "C", "C", "H", "H", "H", "H", "H", "H", "C", "S", "C", "O", "H", "H", "H", "H", "H", "H"], "xyz": [[3.62, -0.26, 0.35], [4.18, -0.29, 2.06], [5.28, -0.27, 2.09], [3.82, -1.20, 2.56], [3.79, 0.59, 2.59], [3.45, -1.91, -0.32], [3.41, -1.88, -1.41], [2.54, -2.39, 0.06], [4.33, -2.52, -0.03], [4.73, 0.72, -0.67], [5.68, 0.18, -0.79], [4.92, 1.69, -0.20], [4.30, 0.89, -1.67], [-0.82, 3.22, -0.72], [-0.64, 3.30, 1.07], [-1.03, 4.25, 1.47], [0.42, 3.21, 1.34], [-1.18, 2.47, 1.52], [0.18, 4.57, -1.40], [0.15, 4.46, -2.49], [1.22, 4.41, -1.06], [-0.20, 5.55, -1.08], [-2.57, 3.57, -1.05], [-2.79, 4.64, -0.91], [-3.19, 2.95, -0.39], [-2.76, 3.27, -2.09], [-2.85, -2.23, 0.09], [-3.46, -2.26, 1.78], [-4.14, -3.12, 1.92], [-4.01, -1.33, 1.99], [-2.60, -2.35, 2.46], [-4.21, -2.39, -1.06], [-4.66, -3.39, -0.94], [-3.87, -2.28, -2.10], [-4.97, -1.63, -0.85], [-1.64, -3.53, -0.12], [-2.13, -4.51, 0.03], [-0.81, -3.42, 0.59], [-1.23, -3.51, -1.14], [-0.33, 1.42, -2.21], [1.92, 0.40, 0.52], [0.85, 0.60, 0.96], [-2.20, -0.51, 0.09], [-1.98, 0.52, 0.60], [-1.43, 0.43, -3.83], [-0.88, -0.52, -2.94], [0.50, -0.50, -2.65], [1.32, 0.46, -3.28], [0.75, 1.49, -4.06], [-0.64, 1.47, -4.36], [-2.51, 0.45, -4.00], [-1.52, -1.24, -2.44], [0.95, -1.18, -1.93], [2.40, 0.49, -3.07], [1.37, 2.35, -4.33], [-1.08, 2.30, -4.90], [-0.16, -0.25, 4.00], [0.84, -1.53, 3.22], [0.66, -2.80, 4.48], [0.05, -1.99, 2.03], [-0.01, -0.30, 5.09], [-1.21, -0.41, 3.74], [0.19, 0.71, 3.62], [-0.38, -2.83, 4.83], [0.96, -3.75, 4.04], [1.34, -2.54, 5.31]], "mulliken_spin": [0.041, 0.042, 0.013, -0.004, -0.001, 0.030, 0.000, -0.005, 0.001, 0.037, -0.003, 0.000, -0.010, -0.015, 0.009, 0.004, 0.000, 0.004, 0.010, 0.002, 0.002, 0.001, 0.013, 0.002, -0.001, 0.005, 0.048, 0.044, 0.017, 0.001, -0.007, 0.001, -0.002, -0.002, -0.001, 0.021, 0.000, -0.003, -0.002, 1.133, 0.619, 0.220, 0.657, 0.202, 0.119, 0.200, -0.051, 0.177, 0.093, 0.162, 0.004, 0.022, 0.073, 0.050, 0.006, 0.003, 0.001, 0.007, 0.000, 0.006, 0.000, 0.001, 0.000, 0.000, 0.000, 0.000], "mol_weight_g_mol": 635.59, "charge": 4, "de_lowest_kcal_mol": 0.00, "s_squared": 6.011, "e_homo_ev": [-18.894, -19.199], "max_force_ev_per_a": 5.95, "e_tot_ev": -68380.1290, "multiplicity": 5}